1.
{
  "formula": "C22H74N4O15",
  "method": "ωB97M-V/def2-TZVPD",
  "relative_energy_ev": 2.722,
  "fmax_ha_per_bohr": 0.189,
  "e_homo_ev": -8.975,
  "total_charge": 0,
  "orbital_gap_ev": 9.18,
  "species": ["C", "C", "O", "H", "H", "H", "H", "H", "H", "C", "C", "O", "H", "H", "H", "H", "H", "H", "C", "C", "O", "H", "H", "H", "H", "H", "H", "C", "C", "O", "H", "H", "H", "H", "H", "H", "C", "C", "O", "H", "H", "H", "H", "H", "H", "C", "C", "O", "H", "H", "H", "H", "H", "H", "C", "C", "O", "H", "H", "H", "H", "H", "H", "C", "O", "N", "N", "H", "H", "H", "H", "C", "O", "N", "N", "H", "H", "H", "H", "C", "O", "H", "H", "H", "H", "C", "O", "H", "H", "H", "H", "C", "O", "H", "H", "H", "H", "C", "O", "H", "H", "H", "H", "C", "O", "H", "H", "H", "H", "C", "O", "H", "H", "H", "H"],
  "coordinates": [[4.773, 7.029, -6.010], [3.609, 6.579, -5.087], [4.165, 6.514, -3.777], [4.639, 6.684, -7.042], [5.665, 6.592, -5.659], [4.959, 8.116, -6.036], [3.423, 5.494, -5.301], [2.670, 7.116, -5.181], [3.710, 5.826, -3.306], [-0.087, 5.431, -2.027], [0.548, 5.628, -3.429], [0.798, 4.404, -4.043], [-0.918, 4.713, -2.061], [-0.580, 6.341, -1.641], [0.636, 5.130, -1.308], [1.503, 6.098, -3.236], [-0.002, 6.272, -4.014], [0.961, 4.570, -4.985], [-1.958, 2.909, -5.117], [-1.067, 1.829, -5.767], [-1.110, 1.862, -7.129], [-2.264, 2.403, -4.171], [-2.922, 3.101, -5.559], [-1.434, 3.883, -4.930], [-1.388, 0.836, -5.391], [-0.083, 1.947, -5.383], [-2.015, 1.710, -7.388], [1.094, 2.827, 1.814], [2.385, 3.328, 1.233], [2.744, 4.481, 1.999], [1.338, 2.455, 2.823], [0.723, 1.982, 1.272], [0.220, 3.504, 1.957], [2.243, 3.660, 0.159], [3.226, 2.647, 1.332], [3.654, 4.670, 1.800], [-0.115, 9.110, -0.395], [-1.332, 9.279, -1.260], [-1.872, 10.580, -1.199], [0.753, 9.551, -0.834], [0.202, 8.025, -0.276], [-0.243, 9.598, 0.599], [-2.073, 8.571, -0.890], [-1.009, 9.014, -2.316], [-2.815, 10.568, -0.984], [5.711, 3.264, -2.765], [4.638, 3.730, -1.882], [3.472, 3.975, -2.580], [6.669, 3.126, -2.150], [5.883, 3.950, -3.594], [5.447, 2.299, -3.192], [4.899, 4.685, -1.523], [4.435, 3.079, -1.104], [3.267, 3.172, -3.101], [-2.990, 2.717, -1.268], [-2.135, 2.851, -0.006], [-2.955, 3.137, 1.141], [-3.765, 1.939, -1.221], [-2.360, 2.483, -2.162], [-3.482, 3.683, -1.555], [-1.418, 3.710, -0.167], [-1.447, 2.045, 0.228], [-3.445, 3.949, 0.912], [2.144, 2.462, -7.924], [2.239, 2.792, -6.540], [1.036, 2.252, -8.527], [3.157, 2.309, -8.648], [0.190, 2.149, -7.950], [0.973, 2.106, -9.503], [4.001, 2.516, -8.086], [3.237, 1.531, -9.325], [2.377, 9.398, -3.257], [1.361, 8.569, -3.763], [2.241, 10.671, -3.143], [3.595, 8.993, -2.954], [1.230, 10.957, -3.110], [2.896, 11.109, -2.414], [3.871, 8.104, -3.337], [4.311, 9.516, -2.531], [-1.008, 5.948, 1.433], [-1.379, 6.899, 2.465], [-1.494, 6.162, 0.498], [-1.362, 5.038, 1.828], [0.047, 5.861, 1.143], [-2.285, 6.702, 2.685], [1.658, 5.692, -7.766], [0.573, 5.251, -7.017], [2.421, 4.877, -7.625], [1.943, 6.649, -7.338], [1.445, 5.706, -8.869], [0.278, 4.383, -7.275], [-2.493, 5.750, -6.600], [-1.529, 6.719, -6.152], [-2.928, 6.099, -7.560], [-3.325, 5.656, -5.967], [-2.047, 4.883, -6.889], [-0.751, 6.521, -6.599], [3.062, 6.908, -0.428], [3.017, 7.482, 0.873], [2.085, 7.069, -0.906], [3.279, 5.862, -0.451], [3.942, 7.362, -0.913], [3.859, 7.436, 1.343], [0.699, 2.004, -1.726], [-0.144, 2.025, -2.812], [1.730, 1.838, -2.018], [0.383, 1.266, -0.923], [0.851, 3.008, -1.273], [0.139, 2.822, -3.289], [-2.937, 6.710, -3.194], [-4.331, 6.959, -3.285], [-2.447, 7.699, -3.428], [-2.542, 6.062, -3.974], [-2.558, 6.374, -2.223], [-4.502, 7.893, -3.101]]
}


2.
{
  "formula": "C22H78O28",
  "method": "ωB97M-V/def2-TZVPD",
  "relative_energy_ev": 2.312,
  "fmax_ha_per_bohr": 0.107,
  "e_homo_ev": -9.709,
  "total_charge": 0,
  "orbital_gap_ev": 9.86,
  "species": ["O", "H", "H", "O", "H", "H", "O", "H", "H", "O", "H", "H", "O", "H", "H", "O", "H", "H", "C", "C", "O", "O", "H", "H", "H", "H", "H", "H", "C", "C", "O", "O", "H", "H", "H", "H", "H", "H", "C", "C", "O", "O", "H", "H", "H", "H", "H", "H", "C", "C", "O", "O", "H", "H", "H", "H", "H", "H", "C", "C", "O", "O", "H", "H", "H", "H", "H", "H", "C", "C", "O", "O", "H", "H", "H", "H", "H", "H", "C", "C", "O", "O", "H", "H", "H", "H", "H", "H", "C", "C", "O", "O", "H", "H", "H", "H", "H", "H", "C", "C", "O", "O", "H", "H", "H", "H", "H", "H", "C", "C", "O", "O", "H", "H", "H", "H", "H", "H", "C", "C", "O", "O", "H", "H", "H", "H", "H", "H"],
  "coordinates": [[1.151, 1.593, 3.342], [0.530, 1.711, 2.628], [0.691, 0.983, 3.914], [2.905, -0.490, 2.270], [3.266, 0.281, 2.731], [2.020, -0.264, 2.056], [1.185, -3.327, 3.175], [0.907, -2.779, 2.463], [1.132, -4.106, 2.669], [-1.421, 0.405, 3.670], [-1.637, 0.007, 4.549], [-2.240, 0.581, 3.227], [-2.234, -2.695, -0.294], [-1.781, -3.499, -0.323], [-1.884, -2.315, -1.124], [4.259, -0.980, -0.122], [3.713, -0.809, 0.602], [4.605, -1.840, -0.034], [3.055, 2.901, -2.570], [3.891, 2.151, -1.553], [5.236, 2.431, -1.599], [1.899, 2.173, -2.839], [3.468, 3.197, -3.553], [2.754, 3.804, -2.066], [3.691, 1.087, -1.687], [3.449, 2.445, -0.624], [5.617, 2.133, -0.741], [1.205, 2.629, -2.410], [0.661, -0.693, 0.238], [0.630, 0.849, 0.205], [-0.389, 1.287, 1.112], [0.424, -1.240, 1.519], [1.558, -1.093, -0.160], [-0.185, -1.074, -0.292], [0.421, 1.099, -0.843], [1.623, 1.323, 0.374], [-1.223, 0.816, 0.985], [-0.441, -0.934, 1.841], [3.952, 4.875, 1.234], [2.927, 3.829, 1.667], [3.589, 2.659, 2.093], [3.229, 6.073, 1.023], [4.510, 4.702, 0.395], [4.789, 4.844, 1.977], [2.145, 3.593, 0.867], [2.345, 4.168, 2.429], [2.891, 2.285, 2.680], [3.935, 6.745, 1.024], [-3.452, 4.135, 4.004], [-3.134, 3.138, 2.927], [-3.868, 1.967, 3.204], [-2.633, 5.232, 3.991], [-3.326, 3.629, 4.979], [-4.533, 4.401, 3.907], [-2.038, 2.919, 2.867], [-3.440, 3.564, 1.971], [-4.647, 2.158, 3.742], [-1.769, 4.907, 3.716], [2.821, -0.793, -4.660], [2.295, -1.265, -3.275], [1.131, -0.617, -2.867], [3.684, -1.749, -5.193], [3.428, 0.101, -4.488], [2.042, -0.601, -5.390], [3.126, -1.223, -2.490], [2.086, -2.338, -3.210], [1.276, 0.288, -3.144], [3.134, -2.394, -5.581], [-0.753, 4.493, 0.812], [0.082, 4.870, -0.372], [0.283, 3.720, -1.058], [-1.073, 5.646, 1.603], [-0.071, 3.873, 1.412], [-1.749, 4.015, 0.603], [1.026, 5.300, -0.013], [-0.290, 5.729, -0.981], [-0.531, 3.147, -0.995], [-0.287, 6.127, 1.932], [-0.913, -3.961, -3.422], [-1.149, -3.725, -4.889], [-0.180, -2.841, -5.376], [-0.725, -2.718, -2.730], [-0.026, -4.571, -3.229], [-1.734, -4.507, -2.947], [-2.137, -3.386, -5.209], [-1.011, -4.596, -5.597], [0.681, -3.203, -5.261], [-0.074, -2.240, -3.248], [-1.697, -4.973, 3.403], [-2.125, -3.694, 2.696], [-2.297, -2.772, 3.745], [-1.769, -6.012, 2.596], [-2.301, -5.271, 4.282], [-0.741, -5.018, 3.829], [-3.085, -3.737, 2.296], [-1.442, -3.267, 2.013], [-1.514, -2.703, 4.294], [-1.800, -6.762, 3.177], [-3.944, -0.125, 0.762], [-4.704, -0.992, 1.768], [-6.058, -1.018, 1.352], [-2.556, -0.423, 0.997], [-4.180, 0.926, 0.789], [-4.127, -0.434, -0.279], [-4.631, -0.672, 2.791], [-4.361, -2.011, 1.675], [-6.567, -0.250, 1.615], [-2.528, -1.280, 0.571], [1.579, -3.648, -0.576], [1.838, -5.041, -1.191], [2.727, -5.056, -2.285], [0.760, -3.968, 0.477], [1.049, -2.938, -1.195], [2.529, -3.143, -0.253], [0.950, -5.573, -1.363], [2.375, -5.644, -0.485], [2.893, -6.007, -2.372], [0.044, -4.518, 0.184], [-2.766, 1.428, -2.624], [-1.757, 0.306, -2.952], [-2.217, -0.642, -3.955], [-2.318, 2.024, -1.436], [-3.670, 0.827, -2.417], [-2.995, 2.127, -3.363], [-1.558, -0.252, -2.017], [-0.829, 0.711, -3.293], [-1.471, -1.154, -4.287], [-3.052, 2.552, -1.185]]
}


3.
{
  "formula": "C23H11BBrCl5F8FeN2O",
  "method": "ωB97M-V/def2-TZVPD",
  "relative_energy_ev": 1.026,
  "fmax_ha_per_bohr": 0.015,
  "e_homo_ev": [-6.042, -5.997],
  "total_charge": -1,
  "orbital_gap_ev": [7.57, 7.54],
  "spin_multiplicity": 2,
  "species": ["Fe", "O", "C", "C", "C", "N", "C", "Br", "C", "H", "H", "H", "H", "F", "C", "C", "C", "C", "C", "F", "C", "C", "C", "C", "C", "C", "N", "H", "H", "H", "H", "H", "H", "F", "C", "F", "H", "F", "B", "F", "F", "F", "Cl", "C", "C", "C", "Cl", "C", "Cl", "C", "Cl", "C", "Cl"],
  "coordinates": [[-0.283, 0.531, -0.887], [3.512, 2.869, 4.298], [2.801, 2.274, 3.303], [1.415, 2.337, 3.224], [0.796, 1.705, 2.165], [1.442, 1.020, 1.217], [2.755, 0.986, 1.322], [3.719, 0.022, 0.013], [3.496, 1.582, 2.330], [2.904, 3.343, 4.876], [0.831, 2.886, 3.953], [-0.274, 1.783, 2.025], [4.574, 1.521, 2.351], [2.207, -4.189, -1.059], [1.334, -3.425, -0.368], [1.087, -2.142, -0.808], [0.195, -1.298, -0.141], [-0.410, -1.868, 1.011], [-0.132, -3.167, 1.410], [-0.775, -3.675, 2.496], [0.739, -3.990, 0.742], [-1.398, -1.094, 1.757], [-1.489, -1.035, 3.146], [-2.329, -0.121, 3.742], [-3.056, 0.764, 2.950], [-2.951, 0.659, 1.588], [-2.180, -0.288, 1.027], [1.635, -1.815, -1.677], [0.928, -5.007, 1.053], [-0.862, -1.694, 3.727], [-2.393, -0.068, 4.821], [-3.694, 1.525, 3.374], [-3.458, 1.316, 0.901], [-2.368, -1.535, -0.899], [-2.019, -0.270, -0.448], [-1.096, 1.922, 0.149], [-2.785, 0.406, -0.803], [0.198, 4.004, -1.520], [1.319, 3.280, -1.873], [1.094, 1.848, -1.531], [2.441, 3.664, -1.140], [1.556, 3.318, -3.239], [-3.156, 0.865, -2.920], [-1.812, -0.108, -3.485], [-0.574, -0.056, -2.837], [0.465, -0.570, -3.619], [2.114, -0.171, -3.214], [0.282, -1.285, -4.802], [1.625, -1.928, -5.680], [-1.003, -1.470, -5.294], [-1.276, -2.412, -6.717], [-2.055, -0.825, -4.658], [-3.638, -0.927, -5.349]]
}


Number 1: E -2229.95347 Eh. Number 2: E -2991.43040 Eh. Number 3: E -8030.54288 Eh.